(1)
Molecular formula: C26H32AgF6N2O3PS2
Method: DFT, ωB97M-V/def2-TZVPD

Results
HOMO-LUMO gap (alpha / beta) in eV: 8.99 / 5.65
Electronic energy in eV: -87866.1752
ΔE to the lowest compared entry with this formula, charge and spin in kJ/mol: 34.2
Largest force on an atom in Eh/bohr: 0.001
Highest occupied orbital energy (alpha / beta) in eV: -11.842 / -11.840
Lowest unoccupied orbital energy (alpha / beta) in eV: -2.849 / -6.194

```
! RIJCOSX wB97M-V def2-TZVPD def2/J DEFGRID3
* xyz 1 2
Ag 1.60649 0.37468 0.19425
O -0.38959 -0.52131 -0.29921
S -1.15074 -0.40714 -1.61828
C -0.28005 -1.48964 -2.80357
C 0.51061 -2.60435 -2.11759
C 1.97444 -2.18961 -1.92991
C 2.70243 -2.91331 -0.80686
S 4.05931 -1.95910 -0.06597
O 3.39392 -0.80320 0.68273
C 4.79733 -1.26913 -1.52881
C 5.44035 -2.13865 -2.40295
C 6.00343 -1.62249 -3.55712
C 5.92727 -0.25827 -3.81938
C 5.30244 0.59619 -2.92505
C 4.73677 0.09296 -1.76026
C -2.59033 -1.41987 -1.33527
C -3.62839 -1.34512 -2.25436
C -4.76855 -2.10300 -2.04070
C -4.86594 -2.90900 -0.91285
C -3.82625 -2.95993 0.00462
C -2.67625 -2.20931 -0.20061
H 0.36565 -0.82549 -3.37950
H -1.06378 -1.85982 -3.46431
H 0.44790 -3.51054 -2.72096
H 0.05253 -2.84106 -1.15418
H 2.01120 -1.11775 -1.74679
H 2.51900 -2.32056 -2.86650
H 3.13754 -3.86613 -1.11365
H 2.05515 -3.10912 0.05270
H 5.50590 -3.19933 -2.18847
H 6.50667 -2.28223 -4.25066
H 6.36766 0.13851 -4.72412
H 5.24422 1.65716 -3.12485
H 4.26609 0.76019 -1.05223
H -3.55541 -0.69506 -3.11895
H -5.58582 -2.05525 -2.74731
H -5.76087 -3.49305 -0.74563
H -3.91018 -3.58345 0.88476
H -1.86184 -2.21887 0.51135
C -3.35827 1.48756 0.81956
C -3.19091 0.93055 2.22588
N -2.91177 1.96561 3.21780
C -4.01513 2.87917 3.54877
C -3.74115 4.30706 3.10483
C -1.83255 2.02066 4.02919
O -1.77396 2.73053 5.01879
C -0.59739 1.21489 3.69835
C 0.16261 0.72035 4.75364
C 1.36348 0.07921 4.50232
C 1.79877 -0.03674 3.19547
N 1.06892 0.46122 2.19801
C -0.09681 1.07724 2.41918
H -3.65783 0.69110 0.13717
H -2.43648 1.93986 0.44645
H -4.13325 2.25372 0.79379
H -2.40551 0.17711 2.25383
H -4.11031 0.42100 2.52868
H -4.17595 2.84443 4.62618
H -4.90838 2.48682 3.06240
H -2.85666 4.69756 3.60535
H -4.58585 4.94540 3.36374
H -3.58779 4.36264 2.02646
H -0.19719 0.86819 5.76338
H 1.96999 -0.31545 5.30432
H 2.72939 -0.51416 2.91995
H -0.60556 1.47270 1.54962
F 0.42695 2.38525 -0.69963
P 1.58080 2.70385 -1.84787
F 2.74976 2.82098 -2.90527
F 2.67883 2.58530 -0.63737
F 1.73387 0.97072 -1.95335
F 1.42313 4.24788 -1.65177
F 0.47189 2.59825 -2.97141
*
```

Atom charges from the Mulliken analysis, given in e for atoms 1 to 2: number 1, Ag, carries 1.282; number 2, O, carries -0.205

***

(2)
Molecular formula: C26H32Br69FNO2P
Method: DFT, ωB97M-V/def2-TZVPD

Results
HOMO-LUMO gap in eV: 7.72
Electronic energy in eV: -4877990.6196
Largest force on an atom in Eh/bohr: 0.032
Highest occupied orbital energy in eV: -8.127
Lowest unoccupied orbital energy in eV: -0.404

```
! RIJCOSX wB97M-V def2-TZVPD def2/J DEFGRID3
* xyz 0 1
O -5.87529 0.86581 2.97357
N -5.39891 0.31865 2.04612
O -4.10261 -0.03300 2.32608
C -3.18736 0.74700 1.49788
P -3.03474 2.51917 2.27715
C -3.05844 4.24336 3.10870
C -2.97321 4.13618 4.67036
F -1.64792 4.35670 5.08467
H -3.59878 0.88314 0.47253
H -2.21636 0.21691 1.48690
H -2.03924 2.89146 1.33128
H -2.59055 1.87491 3.48248
H -4.40124 2.72541 1.89430
H -2.30467 4.93562 2.69699
H -4.06142 4.69059 2.90340
H -3.34419 3.15028 5.01949
H -3.65026 4.88998 5.12120
C -5.59851 7.82412 2.51940
Br -3.69876 8.16578 2.66386
Br -6.31236 8.40862 0.82029
Br -6.02428 5.97042 2.85732
H -6.08554 8.40639 3.28767
C -1.71632 -2.84783 4.18020
Br -0.20788 -3.82910 4.89371
Br -1.82780 -1.06583 4.92565
Br -1.69527 -2.81309 2.24567
H -2.61259 -3.37652 4.48017
C -0.27935 -5.21979 -1.11534
Br 1.44985 -5.20616 -1.98184
Br -1.24448 -3.56982 -1.40685
Br -1.31635 -6.77193 -1.62646
H -0.09962 -5.29640 -0.04765
C -5.37963 -3.69823 -0.97515
Br -4.23406 -5.25706 -1.05987
Br -5.03938 -2.63602 0.60909
Br -5.27465 -2.63487 -2.58908
H -6.39686 -4.06116 -0.89929
C -10.00585 8.81851 3.53081
Br -8.39742 9.51610 4.34603
Br -10.83119 10.11919 2.35885
Br -9.71090 7.12723 2.63401
H -10.70538 8.62987 4.33626
C 0.36167 1.82614 -1.73014
Br 0.48105 1.74544 0.19830
Br -0.71807 0.37681 -2.40726
Br -0.26772 3.54169 -2.39066
H 1.36621 1.68629 -2.11263
C 3.09025 -3.87742 2.96897
Br 3.20264 -3.83376 4.89977
Br 2.18025 -5.46758 2.34625
Br 2.28426 -2.26676 2.26023
H 4.10367 -3.91994 2.59008
C 2.45499 -0.73891 -5.55773
Br 2.58378 -0.76343 -3.62827
Br 1.38237 -2.20534 -6.22000
Br 1.82825 0.96835 -6.21694
H 3.45782 -0.87874 -5.94401
C -6.91294 4.45346 -0.98307
Br -7.63263 4.08632 -2.74055
Br -7.98153 3.64168 0.41178
Br -5.04971 3.94671 -0.85165
H -6.96095 5.52631 -0.83643
C 4.32278 0.28225 -9.73602
Br 4.67438 -0.55163 -11.44457
Br 5.50597 -0.38496 -8.35566
Br 4.37687 2.21346 -9.85712
H 3.31414 0.00871 -9.44993
C 5.17669 -6.21418 -4.13619
Br 6.90634 -6.19746 -5.00232
Br 4.21483 -4.56362 -4.43841
Br 4.13059 -7.76059 -4.64358
H 5.35484 -6.28795 -3.07038
C -0.65623 -8.65848 2.36967
Br 1.05441 -8.55473 1.47457
Br -1.67852 -7.04652 2.07660
Br -1.64237 -10.25275 1.88327
H -0.45891 -8.71793 3.43274
C 1.52981 5.63386 1.90110
Br 0.85653 5.27382 0.12313
Br 0.37866 4.85337 3.24691
Br 3.37196 5.07373 2.10390
H 1.50733 6.70671 2.04400
C 2.38549 -4.42590 8.96980
Br 2.63905 -2.59304 8.40523
Br 0.90538 -5.26112 8.04545
Br 4.01230 -5.45866 8.79415
H 2.13207 -4.40359 10.02219
C 2.95023 -12.46842 0.23020
Br 3.56433 -10.87034 -0.67338
Br 4.16409 -13.00769 1.63687
Br 1.14057 -12.26743 0.88318
H 2.93913 -13.26431 -0.50365
C 2.18622 2.19481 -13.71607
Br 1.19468 3.26412 -14.98703
Br 1.13195 1.78903 -12.14489
Br 2.89781 0.59149 -14.53013
H 3.03102 2.78875 -13.38943
C 7.73148 -7.15308 8.47232
Br 6.36276 -7.79798 7.26634
Br 7.52556 -7.89295 10.24789
Br 9.50761 -7.45715 7.76870
H 7.60170 -6.08115 8.55705
C 9.87077 -5.06004 -2.58233
Br 10.48389 -3.22891 -2.47298
Br 11.29447 -6.26906 -3.08698
Br 8.99538 -5.62269 -0.95107
H 9.12708 -5.09868 -3.36898
C -8.95433 9.52670 8.59929
Br -8.67660 11.35483 8.03069
Br -10.43642 8.70504 7.66571
Br -7.33947 8.47346 8.44150
H -9.21625 9.55523 9.64936
C -10.19666 9.88476 -1.39923
Br -8.48791 9.95408 -2.30385
Br -11.23066 11.49327 -1.69184
Br -11.19177 8.29437 -1.86938
H -9.99073 9.82793 -0.33748
C 5.66736 -9.10216 -8.29161
Br 6.02207 -9.94146 -9.99841
Br 6.87705 -9.73183 -6.91915
Br 5.67768 -7.17263 -8.42726
H 4.66805 -9.39477 -7.99445
C 10.27230 0.84295 -4.11455
Br 8.52276 0.42137 -4.82553
Br 10.37933 0.47806 -2.21764
Br 11.67945 -0.05230 -5.09447
H 10.42075 1.90756 -4.24343
C 2.99829 9.90805 1.71272
Br 2.32456 9.53680 -0.06215
Br 1.85619 9.15039 3.07859
Br 4.83375 9.33459 1.91816
H 2.98222 10.98265 1.84362
*
```

Atom charges from the Mulliken analysis, given in e for atoms 1 to 2: number 1, O, carries -0.298; number 2, N, carries 0.161